i:
ORCA calculation (wB97M-V/def2-TZVPD) on a cluster of 2 separate species, C10H15N3O3S in total.

Highest occupied orbital energy (eV): -5.8137
Gap between HOMO and LUMO (eV): 5.54
LUMO (eV): -0.27
Charge: 0

Positions of all 32 atoms, in Å:
C (3.641, 3.454, 1.920)
C (2.901, 2.635, 0.911)
C (2.355, 3.247, -0.216)
C (1.706, 2.500, -1.192)
C (1.605, 1.116, -1.016)
S (0.883, 0.145, -2.298)
O (0.309, 1.030, -3.278)
O (1.711, -0.973, -2.650)
N (-0.585, -0.686, -1.407)
C (-1.634, -0.898, -2.009)
O (-2.599, -1.140, -2.653)
C (2.157, 0.478, 0.096)
C (2.787, 1.251, 1.064)
H (4.002, 2.823, 2.734)
H (4.498, 3.955, 1.462)
H (2.999, 4.240, 2.328)
H (2.457, 4.328, -0.326)
H (1.271, 2.987, -2.062)
H (2.070, -0.602, 0.211)
H (3.219, 0.783, 1.950)
C (-3.159, -1.443, 1.494)
N (-2.370, -1.697, 0.326)
N (-2.553, -2.804, -0.363)
C (-3.393, -3.889, 0.060)
H (-2.592, -0.792, 2.152)
H (-4.091, -0.937, 1.216)
H (-3.381, -2.370, 2.036)
H (-1.473, -1.172, 0.214)
H (-1.926, -2.995, -1.137)
H (-4.158, -4.064, -0.699)
H (-2.760, -4.775, 0.120)
H (-3.896, -3.735, 1.013)

=====

ii:
ORCA calculation (wB97M-V/def2-TZVPD) on an isolated molecule of C10H15N3O3S.

Highest occupied orbital energy (eV): -8.8707
Gap between HOMO and LUMO (eV): 9.14
LUMO (eV): 0.27
Charge: 0

Positions of all 32 atoms, in Å:
C (3.948, 2.564, 1.503)
N (2.834, 2.193, 0.678)
N (1.868, 1.314, 1.278)
C (1.928, 1.156, 2.738)
C (2.012, 0.058, 0.490)
O (2.867, -0.728, 0.860)
N (1.139, 0.127, -0.487)
S (0.978, -1.013, -1.680)
O (1.525, -2.302, -1.367)
O (1.294, -0.341, -2.915)
C (-0.807, -1.124, -1.534)
C (-1.395, -2.384, -1.393)
C (-2.765, -2.465, -1.171)
C (-3.548, -1.311, -1.071)
C (-5.017, -1.418, -0.770)
C (-2.943, -0.066, -1.264)
C (-1.578, 0.038, -1.502)
H (4.732, 1.792, 1.568)
H (4.386, 3.456, 1.046)
H (3.597, 2.815, 2.508)
H (3.098, 1.838, -0.235)
H (0.971, 1.662, 0.931)
H (1.100, 0.499, 3.010)
H (2.891, 0.728, 3.014)
H (1.786, 2.128, 3.207)
H (-0.774, -3.278, -1.435)
H (-3.237, -3.442, -1.064)
H (-5.460, -0.423, -0.671)
H (-5.550, -1.951, -1.567)
H (-5.196, -1.968, 0.163)
H (-3.561, 0.831, -1.222)
H (-1.122, 1.015, -1.647)

=====

Result of the stability comparison: ii is the most stable of them.

=====

i:
ORCA calculation (wB97M-V/def2-TZVPD) on a structure of composition C5H10N2O.

Highest occupied orbital energy (alpha / beta) (eV): -6.9661 / -6.9651
Gap between HOMO and LUMO (alpha / beta) (eV): 6.80 / 6.80
LUMO (alpha / beta) (eV): -0.16 / -0.16
Charge: 0

Positions of all 18 atoms, in Å:
C (-0.621, -1.345, 0.245)
C (-0.301, 0.734, -1.516)
C (0.404, -0.403, 0.875)
C (0.488, -0.796, -0.622)
N (-0.999, 1.544, 1.400)
C (0.109, 1.008, 0.875)
O (1.384, -0.869, 1.751)
N (1.553, -1.275, -1.193)
H (2.076, -1.255, 1.186)
H (-1.146, 2.541, 1.392)
H (-1.778, 0.940, 1.619)
H (1.329, -1.908, -1.961)
H (-0.488, -2.380, 0.538)
H (-1.646, -1.023, 0.092)
H (0.939, 1.686, 0.717)
H (-0.619, 0.083, -2.329)
H (-1.172, 1.317, -1.209)
H (0.489, 1.400, -1.860)

=====

ii:
ORCA calculation (wB97M-V/def2-TZVPD) on a structure of composition C5H10N2O.

Highest occupied orbital energy (eV): -8.7040
Gap between HOMO and LUMO (eV): 9.40
LUMO (eV): 0.70
Charge: 0

Positions of all 18 atoms, in Å:
C (0.644, -2.558, 1.342)
C (1.033, -1.959, -0.106)
C (-0.675, 0.514, 1.430)
C (-1.022, 0.947, 0.127)
C (0.027, 1.947, -0.699)
H (0.856, -1.835, 2.037)
H (1.057, -3.577, 1.720)
H (-0.366, -3.028, 1.538)
H (1.788, -2.256, -0.515)
H (0.175, 0.765, 1.973)
H (-1.589, 0.166, 2.010)
H (-2.056, 1.162, 0.007)
H (0.958, 1.343, -0.481)
H (0.141, 3.105, 0.084)
H (0.067, 1.361, -2.326)
N (0.557, -0.729, -0.415)
N (-0.519, -0.465, 0.279)
O (-0.167, 2.226, -2.207)

=====

Result of the stability comparison: i is the most stable of them.

=====

i:
ORCA calculation (wB97M-V/def2-TZVPD) on a cluster of 14 separate species, C4H39N2O14 in total.

Highest occupied orbital energy (eV): -12.0009
Gap between HOMO and LUMO (eV): 9.65
LUMO (eV): -2.35
Charge: +1

Positions of all 59 atoms, in Å:
N (-1.360, 0.315, 0.170)
C (0.214, 0.444, 0.473)
C (0.905, -0.342, -0.701)
C (1.491, 0.651, -1.759)
O (2.205, -0.223, -2.625)
C (0.360, 0.090, 1.967)
N (0.163, 1.318, 2.793)
H (-1.971, 0.626, 1.015)
H (-1.639, 0.976, -0.686)
H (-1.615, -0.629, -0.063)
H (0.344, 1.565, 0.322)
H (1.703, -1.079, -0.001)
H (0.199, -1.096, -1.117)
H (0.724, 0.958, -2.425)
H (2.040, 1.510, -1.290)
H (3.095, -0.447, -2.326)
H (1.319, -0.449, 2.097)
H (-0.324, -0.686, 2.262)
H (-0.642, 1.882, 2.432)
H (0.978, 1.879, 2.727)
H (3.428, 1.361, 0.772)
H (4.813, 1.080, 0.166)
O (3.976, 0.725, 0.355)
H (1.807, -4.242, -1.769)
H (2.427, -3.048, -0.896)
O (1.561, -3.463, -1.159)
H (-1.418, -2.817, -0.541)
H (-0.072, -3.364, -0.317)
O (-0.712, -2.796, 0.193)
H (2.835, -2.585, 1.223)
H (3.794, -1.432, 0.623)
O (3.411, -2.276, 0.431)
H (-2.271, 1.183, 3.970)
H (-3.401, 1.825, 3.258)
O (-2.930, 1.061, 3.243)
H (0.651, -1.969, -2.805)
H (0.463, -0.948, -4.030)
O (-0.001, -1.373, -3.323)
H (-1.594, 0.473, -2.993)
H (-3.029, 1.005, -2.714)
O (-2.135, 1.003, -2.475)
H (-1.537, 4.322, 0.723)
H (-0.872, 3.321, -0.102)
O (-0.821, 3.739, 0.692)
H (-4.390, -1.045, -0.507)
H (-4.946, 0.283, 0.069)
O (-4.165, -0.164, -0.322)
H (-3.180, -3.425, 0.781)
H (-4.189, -2.303, 1.354)
O (-3.731, -2.644, 0.465)
H (-1.259, 4.185, -2.400)
H (-1.159, 2.675, -2.640)
O (-1.009, 3.323, -2.022)
H (0.629, -3.108, 2.144)
H (1.401, -2.534, 3.388)
O (1.342, -2.478, 2.406)
H (2.301, 3.465, 2.188)
H (1.369, 3.602, 0.924)
O (2.228, 3.384, 1.212)

=====

ii:
ORCA calculation (wB97M-V/def2-TZVPD) on a cluster of 15 separate species, C4H39N2O14 in total.

Highest occupied orbital energy (eV): -11.0067
Gap between HOMO and LUMO (eV): 8.12
LUMO (eV): -2.89
Charge: +1

Positions of all 59 atoms, in Å:
C (2.085, 3.236, 2.128)
C (2.878, 2.665, 0.970)
C (2.450, 1.324, 0.412)
C (3.296, 0.732, -0.471)
N (3.016, -0.630, -0.951)
N (1.209, 0.891, 0.681)
H (1.015, 3.445, 2.080)
H (2.554, 4.194, 2.364)
H (2.196, 2.659, 3.048)
H (3.838, 2.472, 1.443)
H (3.202, 3.344, 0.183)
H (4.039, 1.251, -1.046)
H (3.261, -0.746, -1.933)
H (3.461, -1.320, -0.354)
H (1.990, -0.734, -1.039)
H (0.773, 0.018, 0.406)
H (0.668, 1.399, 1.371)
H (0.490, 1.498, -3.772)
H (-0.032, 2.736, -4.485)
O (-0.254, 1.822, -4.286)
H (2.521, -3.733, -1.697)
H (2.356, -3.016, -3.092)
O (2.853, -3.039, -2.270)
H (-3.124, 1.874, -0.619)
H (-4.063, 3.177, -0.468)
O (-3.948, 2.309, -0.847)
H (-1.316, 4.924, 0.786)
H (-1.964, 3.818, 1.479)
O (-1.211, 3.968, 0.894)
H (-1.802, 0.924, -2.069)
H (-0.331, 1.239, -1.487)
O (-1.274, 1.390, -1.418)
H (0.595, -2.596, 3.708)
H (-0.228, -2.894, 2.452)
O (0.525, -2.364, 2.773)
H (0.514, -2.330, -0.582)
H (-0.416, -1.204, -1.192)
O (0.317, -1.377, -0.582)
H (-2.874, -1.601, 0.251)
H (-1.698, -0.731, 0.831)
O (-2.520, -1.189, 1.044)
H (0.041, -0.367, 2.924)
H (-1.056, 0.530, 3.171)
O (-0.080, 0.586, 3.089)
H (-1.026, -1.738, -3.803)
H (-1.055, -0.187, -3.693)
O (-0.856, -1.002, -3.211)
H (-3.022, -2.487, -3.182)
H (-3.655, -1.621, -2.073)
O (-3.743, -1.886, -2.990)
H (-3.520, 0.628, 2.661)
H (-2.543, 1.845, 2.989)
O (-2.880, 0.999, 3.273)
H (1.691, -3.707, 0.978)
H (0.610, -4.389, 0.457)
O (1.278, -3.775, 0.094)
H (-2.096, -3.088, 1.291)
H (-1.716, -4.354, 2.052)
O (-1.418, -3.790, 1.328)

=====

Result of the stability comparison: ii is the most stable of them.